1.
50
Properties=species:S:1:pos:R:3:forces:R:3:mulliken_charge:R:1 method="wB97M-V/def2-TZVPD" relative_energy_ev=1.007 lumo_energy_ev=0.6 fmax_ha_per_bohr=0.012 homo_lumo_gap_ev=8.9 smiles="CCOC(=O)c1c(C)[nH]c(C(=O)COC(=O)COc2ccccc2C)c1C"
C -5.2995 -0.9613 -0.0837 0.446 0.142 -0.004 -1.263
C -4.1579 -0.0601 -0.5204 -0.439 0.194 -0.341 -0.256
O -2.9228 -0.6683 -0.1516 -0.052 -0.225 0.223 -0.116
C -1.8563 -0.4169 -0.9313 0.087 0.045 -0.193 0.231
O -1.9209 0.2845 -1.9163 -0.044 0.010 0.069 -0.683
C -0.6594 -1.1006 -0.4491 0.168 -0.208 0.184 0.865
C -0.5716 -1.9138 0.6875 -0.122 0.115 -0.187 -0.483
C -1.5976 -2.3060 1.6812 -0.048 -0.063 0.087 -1.236
N 0.6877 -2.3488 0.7680 0.064 -0.039 0.085 0.072
C 1.4579 -1.8365 -0.2565 -0.505 0.191 -0.161 -0.281
C 2.8389 -2.2547 -0.2930 0.293 0.103 -0.163 0.659
O 3.2353 -3.1983 0.3676 0.037 0.086 -0.060 -0.682
C 3.8087 -1.4486 -1.1579 0.390 -0.452 0.207 -0.999
O 3.5691 -0.0515 -1.0478 -0.150 0.113 -0.402 -0.247
C 3.9660 0.5418 0.0739 0.052 0.376 0.354 0.762
O 4.6027 0.0160 0.9465 -0.013 -0.053 -0.063 -0.604
C 3.5260 2.0071 0.0926 0.164 -0.034 0.100 -0.743
O 2.2108 2.2057 -0.3531 -0.237 -0.008 -0.033 -0.499
C 1.1738 1.8521 0.4802 -0.255 0.095 0.096 0.896
C 1.3337 1.0992 1.6353 0.275 0.009 -0.088 -0.726
C 0.2398 0.8064 2.4332 -0.064 0.018 0.028 -0.896
C -1.0152 1.2705 2.0907 -0.072 -0.028 0.112 -0.918
C -1.1730 2.0085 0.9309 0.152 0.010 0.070 -0.293
C -0.0992 2.3047 0.1075 0.216 0.030 -0.069 1.049
C -0.3116 3.0683 -1.1614 0.051 -0.008 -0.074 -1.699
C 0.6240 -1.0530 -1.0519 0.183 -0.329 0.327 1.511
C 0.9531 -0.3568 -2.3203 0.003 0.178 -0.171 -1.804
H -6.2482 -0.4993 -0.3411 -0.112 0.036 -0.009 0.440
H -5.2293 -1.9254 -0.5808 -0.034 -0.092 -0.047 0.305
H -5.2617 -1.1201 0.9908 -0.076 -0.045 0.120 0.285
H -4.1657 0.0998 -1.6041 -0.019 0.020 0.248 0.364
H -4.2227 0.9161 -0.0259 0.046 -0.075 -0.100 0.189
H -2.4058 -2.8492 1.1950 -0.040 -0.035 0.044 0.275
H -1.1565 -2.9332 2.4528 0.003 -0.050 0.075 0.389
H -2.0315 -1.4197 2.1377 -0.034 0.001 0.067 0.210
H 1.0804 -2.9598 1.4694 -0.089 0.028 -0.041 0.282
H 3.6795 -1.6964 -2.2133 -0.009 0.041 0.095 0.447
H 4.8277 -1.6871 -0.8350 -0.227 -0.025 -0.082 0.417
H 3.6841 2.4077 1.1018 -0.015 -0.145 -0.149 0.380
H 4.1564 2.5565 -0.6147 -0.028 -0.089 0.143 0.413
H 2.3045 0.7302 1.9267 0.114 -0.024 0.052 0.396
H 0.3820 0.2216 3.3299 0.024 -0.053 0.089 0.416
H -1.8665 1.0640 2.7225 -0.081 -0.028 0.055 0.486
H -2.1503 2.3761 0.6533 -0.125 0.041 -0.060 0.542
H -0.7876 2.4142 -1.8919 -0.005 0.026 -0.105 0.215
H -0.9699 3.9179 -0.9905 -0.029 0.072 -0.017 0.504
H 0.6331 3.4181 -1.5649 -0.016 0.096 -0.083 0.330
H 1.4750 0.5761 -2.1174 0.018 0.066 -0.057 0.105
H 1.5936 -0.9732 -2.9473 0.073 0.000 -0.082 0.491
H 0.0368 -0.1246 -2.8536 0.080 -0.036 -0.085 0.504

2.
155
Properties=species:S:1:pos:R:3:forces:R:3:lowdin_spin:R:1 method="wB97M-V/def2-TZVPD" s_squared=6.008 multiplicity=5 lumo_energy_ev="0.3 / 0.3" fmax_ha_per_bohr=0.071 homo_lumo_gap_ev="7.7 / 7.6"
Fe -2.3473 5.2569 0.9196 2.008 -0.510 -2.107 3.698
C -0.0904 1.2097 0.7413 0.003 -0.465 -0.265 0.002
C -1.3198 2.0383 1.2801 1.534 1.555 -0.210 0.006
C -1.3178 1.8773 2.8474 -0.093 -1.052 -1.805 0.001
O -1.3041 3.3758 0.7807 -0.694 -0.275 0.546 0.061
H -0.3225 0.1448 0.7576 -0.454 -0.253 -0.029 0.000
H 0.8850 1.1777 1.2267 -0.002 0.892 0.761 0.000
H 0.1688 1.4143 -0.2974 -0.401 0.356 -0.097 0.000
H -2.1240 1.4571 0.8287 -0.854 0.102 0.164 0.000
H -0.2689 1.8966 3.1432 -0.168 0.483 0.533 0.000
H -1.6322 0.8366 2.9274 0.039 -0.265 0.604 0.000
H -2.0248 2.4526 3.4451 0.245 0.367 -0.265 0.000
C -0.1753 6.0721 -1.4568 -0.161 1.375 0.119 0.003
C -1.3939 7.0582 -1.3282 -1.940 -1.450 -0.280 0.010
C -2.5534 6.7328 -2.3253 1.857 0.673 -0.629 0.002
O -2.0501 7.0490 -0.1223 0.148 -1.569 3.037 0.083
H -0.3001 5.0268 -1.1741 -0.767 -0.111 -0.198 0.001
H 0.6173 6.4051 -0.7867 0.090 0.306 0.097 0.000
H 0.2250 6.1634 -2.4666 0.048 -0.280 -0.125 0.000
H -1.0999 8.0842 -1.5493 0.615 0.169 -0.125 0.002
H -2.8503 5.6876 -2.2390 0.049 0.089 -0.287 0.000
H -2.0948 7.0189 -3.2719 -0.487 -0.666 -0.827 0.000
H -3.4041 7.4007 -2.1897 0.086 -0.094 0.369 0.000
C 0.2060 5.2777 2.6799 1.936 -0.199 1.298 0.002
O -1.1464 5.6359 2.5708 1.910 0.081 -0.060 0.032
C -1.6595 6.3252 3.6729 -0.782 0.494 0.008 0.005
C -3.0282 6.7856 3.1772 -0.093 -0.123 1.885 0.003
N -3.6276 5.6260 2.5078 -1.486 1.340 0.201 0.041
C -4.7866 6.0593 1.7268 -0.838 -0.210 0.038 0.005
C -5.1784 4.9625 0.7827 -1.197 0.875 -1.943 0.002
O -4.1491 4.7271 -0.2073 -0.780 -0.288 1.668 0.030
C -4.3398 3.5608 -1.0039 1.213 0.350 0.258 0.002
H 0.4006 4.7200 3.5960 -0.527 -0.647 0.157 0.001
H 0.8876 6.1063 2.8725 -0.380 0.894 -0.443 0.001
H 0.6715 4.7074 1.8761 -1.140 0.021 -0.380 0.000
H -1.0613 7.1328 4.0949 0.394 0.364 -0.761 0.001
H -1.7569 5.6738 4.5414 -0.273 -0.601 -0.040 0.000
H -3.0968 7.6938 2.5784 0.694 -0.348 -0.439 0.000
H -3.6118 7.0145 4.0689 -0.209 0.194 0.215 0.001
H -4.0969 5.0899 3.2236 0.788 -0.841 0.202 0.005
H -4.6237 7.0351 1.2691 0.353 -0.308 -0.478 0.000
H -5.6572 6.2006 2.3671 -0.204 0.142 0.258 0.001
H -6.0500 5.3311 0.2418 -0.163 0.411 -0.409 0.000
H -5.6729 4.1118 1.2516 1.160 -0.747 0.397 0.000
H -3.4465 3.5819 -1.6282 -0.466 0.037 -0.685 0.000
H -5.2989 3.6384 -1.5160 0.159 -0.335 -0.182 0.001
H -4.1669 2.6494 -0.4315 -0.657 -0.087 0.347 0.000
C -1.9374 -6.3370 -4.5582 1.273 -1.171 -0.112 0.000
O -0.9881 -5.2860 -4.6772 -0.527 0.637 -0.200 0.000
C -1.0437 -4.5217 -5.8755 -0.496 0.025 -0.789 0.000
C -2.4246 -3.8582 -6.1630 0.980 -0.260 0.458 0.000
N -2.8961 -3.0709 -5.0588 -0.879 -0.029 0.732 0.000
C -2.1810 -1.8512 -4.8412 -0.355 1.903 -0.223 0.000
C -2.4342 -1.0901 -3.5116 0.015 -1.971 -0.231 0.000
O -1.5851 -0.0048 -3.4569 0.131 1.933 1.601 0.000
C -1.8873 0.7433 -2.2223 0.580 0.617 -1.219 0.000
H -2.6146 -6.4608 -5.4033 -0.275 0.473 0.245 0.000
H -2.3958 -6.3896 -3.5707 -0.491 0.767 -0.132 0.000
H -1.3517 -7.2561 -4.5482 0.138 -0.326 -0.225 0.000
H -0.7904 -5.0822 -6.7754 -0.047 -0.790 -0.037 0.000
H -0.2195 -3.8088 -5.8529 -0.223 0.269 0.572 0.000
H -3.1791 -4.6068 -6.4044 0.075 -0.123 0.018 0.000
H -2.3214 -3.2369 -7.0526 0.035 0.121 -0.044 0.000
H -2.9261 -3.6395 -4.2246 0.094 -0.078 0.129 0.000
H -2.5107 -1.1431 -5.6014 -0.098 0.110 -0.340 0.000
H -1.1096 -1.9118 -5.0322 0.417 -0.211 0.514 0.000
H -2.2025 -1.7615 -2.6847 0.186 -0.433 0.381 0.000
H -3.4635 -0.7970 -3.3050 -0.397 0.035 -0.660 0.000
H -1.9856 0.0712 -1.3699 -0.014 0.087 -0.019 0.000
H -2.7178 1.4402 -2.3348 -1.045 -0.835 -0.280 0.000
H -1.1730 1.5441 -2.0310 1.002 -0.765 -0.093 0.000
C 8.9718 0.3695 -3.1583 1.037 -0.772 0.358 0.000
O 7.6699 0.6173 -2.7561 -1.205 1.220 1.190 0.000
C 7.4582 0.8953 -1.3188 0.127 -0.429 -1.064 0.000
C 6.0894 1.5668 -1.0730 2.193 -0.652 -0.481 0.000
N 5.0665 0.7930 -1.6833 -0.732 -0.788 0.206 0.000
C 3.8380 1.5266 -1.8840 1.615 1.003 1.230 0.000
C 2.7959 0.7401 -2.5436 -0.377 0.745 0.631 0.000
O 2.9640 0.9142 -3.9214 -2.025 -1.469 -0.410 0.000
C 1.9889 0.0262 -4.5381 1.071 0.239 -0.542 0.000
H 9.7475 0.9872 -2.7058 -0.205 0.753 0.085 0.000
H 9.0775 0.4247 -4.2418 -0.356 0.171 0.036 0.000
H 9.3033 -0.6250 -2.8600 -0.153 -0.528 -0.029 0.000
H 8.2277 1.5748 -0.9524 0.263 -0.051 -0.053 0.000
H 7.5351 -0.0667 -0.8121 -0.035 -0.038 0.217 0.000
H 6.2492 2.5910 -1.4100 -0.575 0.444 -0.591 0.000
H 5.9864 1.6617 0.0079 -0.298 -0.268 0.207 0.000
H 5.3123 0.4628 -2.6056 0.705 -0.070 0.011 0.000
H 4.1517 2.3847 -2.4784 -0.822 0.543 -0.316 0.000
H 3.4961 1.9131 -0.9238 -0.086 -0.038 0.186 0.000
H 1.8622 1.1418 -2.1499 -0.694 0.111 -0.564 0.000
H 2.8063 -0.2925 -2.1946 0.368 -0.380 -0.373 0.000
H 2.2059 -0.9889 -4.2057 0.208 -0.269 -0.284 0.000
H 2.1262 0.1484 -5.6125 -0.061 -0.255 0.046 0.000
H 0.9360 0.1707 -4.2959 -0.007 0.757 0.338 0.000
C 1.9800 -6.8284 5.5345 -1.052 0.053 0.327 0.000
O 0.6967 -6.3758 5.0489 1.408 -0.510 0.887 0.000
C 0.4787 -6.4683 3.6468 0.647 -1.078 1.334 0.000
C -1.0193 -6.3212 3.5437 -0.477 1.995 -2.100 0.000
N -1.5037 -4.9213 3.6732 0.714 1.166 -0.280 0.000
C -1.1972 -4.0146 2.5303 -0.258 -0.710 -0.455 0.000
C -1.6748 -2.5995 2.7153 0.195 0.491 0.477 0.000
O -1.0689 -1.8478 3.8323 -3.427 -1.050 -0.639 0.000
C 0.2975 -1.8114 3.9496 0.635 0.381 -0.864 0.000
H 2.2134 -7.8296 5.1723 0.120 0.033 -0.391 0.000
H 1.8969 -6.9311 6.6164 -0.275 0.094 0.027 0.000
H 2.8070 -6.1331 5.3905 -0.033 0.142 -0.588 0.000
H 0.7950 -7.4273 3.2364 -0.200 -0.774 0.332 0.000
H 1.2342 -5.8402 3.1747 -0.847 1.082 -0.604 0.000
H -1.6172 -6.9465 4.2066 0.707 -0.056 0.382 0.000
H -1.3312 -6.6167 2.5420 -0.004 -0.161 -0.256 0.000
H -0.9299 -4.4374 4.3489 -0.227 -0.514 1.214 0.000
H -1.7370 -4.3895 1.6607 0.127 -0.035 -0.250 0.000
H -0.1476 -3.9283 2.2493 0.395 -0.590 0.008 0.000
H -2.7640 -2.6408 2.7258 -0.165 0.320 1.473 0.000
H -1.5888 -2.0548 1.7751 1.017 0.232 -0.243 0.000
H 0.7427 -2.8064 3.9483 0.305 -0.032 0.241 0.000
H 0.5214 -1.2306 4.8443 0.077 -0.313 0.141 0.000
H 0.6847 -1.2477 3.1008 0.588 -0.012 -0.223 0.000
C 3.5248 -2.7293 2.7950 -0.660 0.545 -0.201 0.000
O 2.5295 -2.8228 1.7496 1.410 -0.474 0.045 0.000
C 2.6792 -1.7565 0.7979 -1.288 0.754 0.194 0.000
C 1.5351 -1.8753 -0.2135 0.168 -2.632 1.003 0.000
N 1.7700 -3.1075 -0.9594 -0.483 -0.133 -3.293 0.000
C 0.7419 -3.3588 -2.0633 -0.382 -0.906 1.627 0.000
C -0.5658 -4.0161 -1.4292 0.627 2.271 0.349 0.000
O -0.1070 -4.9055 -0.4279 -0.932 -1.339 -1.475 0.000
C -0.0447 -6.2406 -0.9594 0.475 -0.630 2.535 0.000
H 4.5498 -2.6227 2.4401 -0.015 -0.173 -0.419 0.000
H 3.4847 -3.5646 3.4941 -0.322 -0.293 -0.449 0.000
H 3.3217 -1.8425 3.3955 -0.069 0.298 0.078 0.000
H 3.6372 -1.7129 0.2799 0.246 -0.160 0.300 0.000
H 2.4489 -0.8634 1.3788 0.581 0.636 -0.076 0.000
H 1.3313 -1.0522 -0.8984 0.216 0.115 0.416 0.000
H 0.7039 -2.1412 0.4396 -0.845 1.025 0.128 0.000
H 1.8060 -3.9246 -0.3668 -0.102 0.241 0.196 0.000
H 1.0142 -4.1171 -2.7975 0.957 0.155 0.042 0.000
H 0.5745 -2.4270 -2.6035 -0.251 0.035 0.097 0.000
H -1.3236 -4.4246 -2.0978 0.578 -0.590 -0.502 0.000
H -1.1490 -3.2261 -0.9562 0.135 0.194 0.632 0.000
H 0.3213 -6.8076 -0.1034 0.680 -0.086 0.100 0.000
H 0.6607 -6.4434 -1.7653 -0.343 0.506 -0.371 0.000
H -1.0011 -6.7605 -1.0137 -0.520 0.643 -1.016 0.000
C 3.4786 2.6405 2.4010 0.291 -0.244 1.300 0.000
O 4.7141 2.5852 3.1046 0.843 0.562 0.131 0.000
H 3.1932 3.6608 2.1447 0.147 -0.110 -0.605 0.000
H 3.5916 1.9225 1.5888 -0.769 0.307 -0.261 0.000
H 2.7804 2.3455 3.1843 -0.640 -0.460 -0.603 0.000
H 5.1623 3.4299 3.0197 0.104 -0.089 -0.001 0.000
C -5.0528 0.1306 2.9879 0.792 0.449 0.040 0.000
O -4.6993 1.1944 3.8829 -0.219 -0.423 -0.012 0.000
H -4.8727 0.5336 1.9913 -0.537 -0.100 -0.095 0.000
H -4.3554 -0.7015 3.0848 -0.005 -0.159 0.146 0.000
H -6.0681 -0.2221 3.1689 -0.089 0.088 -0.297 0.000
H -4.5442 0.7673 4.7285 0.096 0.216 0.202 0.000

3.
16
Properties=species:S:1:pos:R:3:forces:R:3:mulliken_charge:R:1 method="wB97M-V/def2-TZVPD" relative_energy_ev=0.668 lumo_energy_ev=0.9 fmax_ha_per_bohr=0.007 homo_lumo_gap_ev=10.8 smiles="NC(=O)CCCO"
N 1.2519 2.5468 -0.2087 -0.021 0.057 -0.050 -0.378
C 1.0258 1.3138 0.3207 0.161 -0.126 0.118 0.626
O 1.8682 0.7594 1.0049 -0.241 0.064 -0.171 -0.620
C -0.3422 0.7032 0.0112 -0.045 -0.002 -0.057 -0.923
C -0.5420 -0.6482 0.6970 0.212 -0.107 -0.085 -0.533
C -0.3223 -1.8422 -0.2281 0.264 0.076 0.246 -0.556
O -1.5429 -2.0764 -0.9207 -0.071 -0.268 -0.174 -0.518
H 2.1170 3.0150 0.0132 -0.127 -0.108 -0.056 0.244
H 0.5610 3.0235 -0.7584 0.002 -0.002 0.021 0.189
H -1.1149 1.4186 0.3182 0.158 -0.043 -0.014 0.374
H -0.4565 0.5853 -1.0752 0.085 0.136 0.135 0.414
H 0.1574 -0.7189 1.5323 -0.092 0.053 -0.011 0.392
H -1.5605 -0.7194 1.0791 0.043 -0.070 0.062 0.334
H 0.4959 -1.6380 -0.9437 -0.200 -0.036 0.221 0.311
H -0.0297 -2.7255 0.3613 -0.139 0.192 -0.122 0.354
H -1.5663 -2.9973 -1.2031 0.011 0.184 -0.064 0.292

4.
12
Properties=species:S:1:pos:R:3:forces:R:3:mulliken_charge:R:1 method="wB97M-V/def2-TZVPD" relative_energy_ev=1.142 lumo_energy_ev="-2.4 / -2.9" fmax_ha_per_bohr=0.041 homo_lumo_gap_ev="7.7 / 6.7"
C 1.1806 1.2731 0.6409 0.309 0.164 0.308 0.514
C -0.4985 -1.3980 0.5451 -0.015 0.086 0.020 -1.125
C -0.1685 -0.4209 -0.5917 0.013 -0.256 0.003 -0.189
C -0.0046 0.9458 -0.0270 -0.268 0.811 -1.916 -0.431
N 2.1468 1.4804 1.2276 0.290 0.047 0.208 -0.355
Br -1.5371 1.8862 0.4754 0.195 -0.115 0.028 0.082
Br 0.8109 2.2923 -2.3213 -0.477 -0.774 1.247 -0.199
H 0.2425 -1.3191 1.3384 0.028 -0.093 0.069 0.350
H -0.4918 -2.4130 0.1589 -0.009 -0.086 -0.008 0.330
H -1.4811 -1.1860 0.9615 -0.031 -0.023 0.045 0.362
H 0.7659 -0.7186 -1.0742 -0.096 0.150 0.020 0.329
H -0.9652 -0.4223 -1.3338 0.062 0.090 -0.027 0.333